DFT (wB97M-V/def2-TZVPD) results for C9H16NO as an isolated structure in a non-equilibrium geometry.

Relative energy (zero: lowest compared OMol25 entry of this formula, charge and spin) (kcal per mole): 157.6
Kohn-Sham gap (alpha / beta) (eV): 7.81 / 7.81

ORCA input file:
```
! wB97M-V def2-TZVPD RIJCOSX def2/J DEFGRID3
* xyz 1 1
H -3.17827 2.34203 0.52100
H 0.26170 -1.76973 1.38777
H -3.72225 0.55047 0.48268
C 0.90659 -0.01335 0.07409
C -1.37008 -0.31147 -0.81882
H 1.47274 -1.24065 -1.76675
H -1.29179 -3.71049 0.55974
H -3.45589 1.55551 -0.97037
C 1.85287 -0.67462 -0.96608
H -1.26561 -0.07645 -1.88490
O 0.67945 1.29727 0.32489
H 3.19810 -1.34567 0.55169
H 1.97562 2.67887 0.77551
C -1.55888 -1.65955 -0.37526
C 1.53529 2.35631 -0.11168
H 2.22073 1.82080 -0.69334
C 2.19196 -1.57813 0.22270
N -1.77030 0.69773 0.12617
C -3.10436 1.33986 0.07734
H 1.44702 -0.56584 1.99942
H 2.69471 -0.06369 -1.29769
H -0.99766 1.48703 0.18250
H 2.18215 -2.68237 -0.05025
C -1.39658 -2.77283 0.11071
C 1.05915 -1.00268 1.08578
H -1.56263 0.26958 1.08856
H 0.99625 3.07208 -0.63540
*
```


DFT (wB97M-V/def2-TZVPD) results for C49H33AsN8O4PtS as an isolated structure.

<S²>: 6.10
Relative energy (zero: lowest compared OMol25 entry of this formula, charge and spin) (kcal per mole): 7.2
Kohn-Sham gap (alpha / beta) (eV): 4.49 / 4.15

ORCA input file:
```
! wB97M-V def2-TZVPD RIJCOSX def2/J DEFGRID3
* xyz 2 5
C -5.55864 -0.59764 -3.14181
C 1.02501 3.45732 0.30588
H -5.88877 -0.72905 -4.16445
H 1.51566 -8.03648 -1.21529
C 1.14125 -6.04562 -0.53626
C -5.93410 0.36300 -0.88424
N 0.73663 2.32792 6.40638
C 3.36073 1.11771 -1.53895
H 1.82739 5.41905 2.94086
C -0.82881 -1.86986 -4.53039
C 0.71608 -3.85914 0.45212
N -1.44325 -1.64419 -3.37010
N -1.27096 -1.01588 -1.10520
C 5.89450 1.65945 -2.48451
H -0.70654 5.25173 -0.96309
C 0.96006 0.77289 4.38999
C 4.46503 0.61165 -0.86194
C 2.02623 -0.00140 4.83562
C -1.86915 1.65113 0.62969
H 6.88803 1.88369 -2.84822
C 0.31047 1.88292 5.06884
H 2.28559 -1.01390 -3.64919
H 6.60223 0.51106 -0.81330
C -6.34155 0.20330 -2.24932
C 2.54841 -1.01922 4.00558
H -7.76959 0.66378 -3.62882
C 0.72635 -5.81327 1.88073
C -0.57011 4.31407 -1.48575
C 1.37646 -9.36278 1.07748
C 5.73581 0.89128 -1.33756
H -1.13416 3.40969 5.09330
H 3.38472 -1.61400 4.34377
H -2.64838 3.85804 3.08011
C -4.02931 -1.02072 -1.34624
C 0.26624 3.33604 -0.96023
C 0.43238 2.13559 -1.66362
N -0.92413 0.94700 1.21982
H 0.45248 5.44587 0.90324
O 1.67414 1.75795 6.92924
H -2.08049 1.39874 -0.40314
H -1.45902 -2.19358 -5.35111
S -2.59959 -1.87110 -0.68078
H 0.49556 -5.17851 2.72493
C 1.30144 -7.39345 -0.37357
C 0.53126 -1.69342 -4.70405
H -6.54495 0.95145 -0.21147
H 3.18547 1.46347 2.03540
H 0.78921 -7.63020 3.00452
N 0.63192 -1.00720 -2.42958
C 0.86022 -5.22360 0.59109
C 0.44199 0.47815 3.09665
C -1.16910 2.31513 3.21765
H -0.06748 1.00445 -3.42775
H 2.46489 0.18395 5.79862
H -3.83070 -1.83774 -3.32481
C 1.22322 -1.22878 -3.60106
C 0.88705 -7.16312 2.03487
C 1.18397 -7.95318 0.91166
C 2.01393 -1.26737 2.78113
H -3.28247 3.25866 0.73115
Pt -0.04182 -0.80847 0.59255
As 1.62069 0.96274 -0.68988
C 4.78526 2.13439 -3.16809
C 1.03687 4.56692 1.14321
C -0.56459 1.24207 2.52516
N -7.44965 0.78175 -2.67779
C 2.59487 3.44553 2.60838
H 4.34197 0.00596 0.02885
H 4.91118 2.72372 -4.06650
N 0.95841 -0.53938 2.31844
O -2.62321 -3.18717 -1.23616
C 2.58794 2.33140 1.78015
C 0.57623 -2.63279 0.31953
C -1.22150 4.09821 -2.69112
C -2.52859 2.70365 1.27008
O -2.71963 -1.69238 0.73965
H 1.01834 -1.88543 -5.64770
O 0.12705 3.24775 6.91143
C -1.04278 2.90851 -3.38714
H -4.48250 -0.17049 0.58215
H -8.03718 1.32040 -2.05702
C -0.70308 2.60162 4.51913
H 3.20649 3.45062 3.50138
C 3.50446 1.86150 -2.70266
C -2.17129 3.03332 2.56457
C -0.67376 -1.25955 -2.35921
H -1.85925 4.87142 -3.09884
H 2.39519 -2.03721 2.12683
C -4.79869 -0.24892 -0.44822
H 1.22379 -5.58848 -1.51210
C 1.81690 4.55400 2.29112
H -1.53379 2.75582 -4.33912
N 1.53693 -10.49278 1.21002
C -0.21449 1.91997 -2.87141
C -4.42935 -1.20536 -2.68830
H 2.64254 2.23660 -3.23879
C 1.79931 2.34881 0.64290
*
```


DFT (wB97M-V/def2-TZVPD) results for an isolated ion of composition C4H4FO3 and charge -1 in a non-equilibrium geometry.

Relative energy (zero: lowest compared OMol25 entry of this formula, charge and spin) (kcal per mole): 6.1
SMILES: C[C@](F)(C=O)C(=O)[O-]
Kohn-Sham gap (eV): 8.18

ORCA input file:
```
! wB97M-V def2-TZVPD RIJCOSX def2/J DEFGRID3
* xyz -1 1
C 0.34343 -1.31063 0.80731
H -2.06705 -0.53543 -0.30699
H -1.31907 0.52658 -1.52530
C 1.10971 1.09652 0.12289
H -0.13418 -0.86325 1.68484
O 0.49209 1.76111 0.87828
H -1.43632 1.23377 0.25376
C 0.16328 -0.36708 -0.31933
C -1.28580 0.26852 -0.46272
O 2.20230 1.06773 -0.34360
O 1.25201 -2.18076 0.83178
F 0.67961 -0.69708 -1.62093
*
```


DFT (wB97M-V/def2-TZVPD) results for C19H41InNO as an isolated structure.

Kohn-Sham gap (eV): 6.86

ORCA input file:
```
! wB97M-V def2-TZVPD RIJCOSX def2/J DEFGRID3
* xyz -1 1
H 4.91947 0.66874 0.54742
C -7.35528 -1.51598 0.05391
H 5.56530 -3.39045 -1.20715
H 5.23763 -2.06758 1.50433
H -5.16864 -2.30603 -2.28182
H -0.16147 0.76432 0.34598
H 4.53127 -1.52934 -0.00018
H -7.05813 1.47756 -1.86695
C -4.07644 2.74495 0.63266
C 4.21087 -4.25042 0.21719
H 5.53311 1.93907 -0.48800
H -2.17831 3.38226 2.31976
H 2.09860 1.20856 -1.83434
C -0.61515 1.92720 2.08535
H 0.66804 2.70167 -0.63853
H -4.32826 0.56624 -2.20603
C 2.61008 2.09695 0.02973
H 7.39563 -1.87909 -0.37263
C 5.46068 -3.44493 -0.11929
H 3.14956 2.96692 -0.35866
H -0.06533 2.39386 2.91026
C 0.38183 1.39044 1.05828
H 3.07558 1.80697 0.97651
C -8.11123 -2.84581 0.15947
H -2.61155 1.16466 0.69185
H -4.30636 3.30486 -0.28077
H 2.26150 0.05124 -0.54382
In -5.70573 0.66825 -1.07264
H 4.10215 -5.12779 -0.42071
C -2.62047 2.24709 0.53068
C 1.16083 2.48312 0.31251
H 6.35061 -3.94558 0.27256
N -6.25363 -1.44760 -0.72270
H -6.82137 -1.88898 -2.72503
H 4.21521 -4.58436 1.25631
H -4.14929 3.47658 1.44911
C -5.08625 1.60346 0.81603
C 5.27102 0.87974 -0.46497
H -5.99107 1.94989 1.31844
H -1.17047 1.08437 2.50721
C -6.19504 -2.28111 -1.91236
H -7.45018 -3.70902 0.09189
H 4.34441 1.15859 -2.38894
H -8.85683 -2.92689 -0.63445
H 7.16512 -0.92784 1.06775
C 4.13633 0.61534 -1.46240
C -1.62889 2.91079 1.50054
H 6.54847 -0.23848 -1.80308
H -1.09782 3.72126 0.99311
H 1.14537 3.40224 0.90402
C 6.68603 -1.21480 0.12917
H -4.65153 0.83559 1.46511
H -6.50079 -3.31789 -1.73254
H 7.41164 0.66281 -0.58746
H -8.63419 -2.84934 1.11272
O -7.75800 -0.56991 0.73922
C 6.52703 0.04213 -0.74530
H 3.31655 -3.63976 0.07781
C 5.40717 -2.02091 0.42580
H 4.17142 -0.44380 -1.73063
H 1.09703 0.73060 1.56301
C 2.71768 0.94809 -0.97133
H -2.26556 2.38726 -0.49300
*
```


DFT (wB97M-V/def2-TZVPD) results for C3H5NO in the gas phase in a non-equilibrium geometry.

Relative energy (zero: lowest compared OMol25 entry of this formula, charge and spin) (kcal per mole): 86.8
SMILES: O=C[C@@H]1CN1
Kohn-Sham gap (eV): 10.80

ORCA input file:
```
! wB97M-V def2-TZVPD RIJCOSX def2/J DEFGRID3
* xyz 0 1
H -0.80128 1.34421 0.23820
H -1.05267 -0.45819 1.22105
C 1.48241 0.12608 0.15230
H -2.02263 0.50579 -0.97623
C 0.15310 -0.50067 -0.41204
H 1.55164 0.70671 1.15150
N -1.11334 -0.67728 0.36860
O 2.58102 -0.18239 -0.16274
H 0.17798 -1.41193 -1.17798
C -0.95624 0.54767 -0.40265
*
```


DFT (wB97M-V/def2-TZVPD) results for C4H5NO in the gas phase in a non-equilibrium geometry.

Relative energy (zero: lowest compared OMol25 entry of this formula, charge and spin) (kcal per mole): 71.5
SMILES: CCC(=O)C#N
Kohn-Sham gap (eV): 9.69

ORCA input file:
```
! wB97M-V def2-TZVPD RIJCOSX def2/J DEFGRID3
* xyz 0 1
O -2.01276 -1.44570 0.18080
H 0.78125 -1.55330 0.82776
C -1.22651 0.80424 0.05837
C 0.94720 0.52651 -0.05813
H 1.54584 0.74645 0.81915
H 0.64884 -1.54259 -0.92075
C -1.07015 -0.71429 0.08654
N -1.59121 1.91311 0.04975
H 0.09089 1.47605 -0.03552
C 0.42170 -0.94428 -0.02091
H 1.46491 0.73380 -0.98707
*
```


DFT (wB97M-V/def2-TZVPD) results for CHF3N2O in the gas phase in a non-equilibrium geometry.

Relative energy (zero: lowest compared OMol25 entry of this formula, charge and spin) (kcal per mole): 98.2
SMILES: O=C(NF)N(F)F
Kohn-Sham gap (eV): 11.85

ORCA input file:
```
! wB97M-V def2-TZVPD RIJCOSX def2/J DEFGRID3
* xyz 0 1
O 0.80908 -2.52695 -0.68154
N -0.20757 -0.60793 0.15631
F 2.10376 0.08244 1.05627
F -1.50068 -1.18075 0.24316
H 0.02865 0.03820 0.91162
F 1.84035 0.66739 -1.03462
C 0.75408 -1.41895 -0.32415
N 2.14172 -0.46255 -0.23103
*
```


DFT (wB97M-V/def2-TZVPD) results for a 2-piece molecular cluster, C6H9N overall in a non-equilibrium geometry.

Relative energy (zero: lowest compared OMol25 entry of this formula, charge and spin) (kcal per mole): 195.8
Kohn-Sham gap (alpha / beta) (eV): 7.96 / 7.09

ORCA input file:
```
! wB97M-V def2-TZVPD RIJCOSX def2/J DEFGRID3
* xyz 0 1
C 0.70368 -0.32014 -0.43132
H -3.71657 -0.17541 0.18287
H 3.85709 0.50690 -0.73059
H -1.07368 1.31409 0.50085
H 1.11783 -2.18637 0.08845
H -2.16558 0.60652 1.86601
C -2.73374 0.05583 -0.17474
H 3.60188 0.19995 0.97718
N -1.59529 -0.75359 0.23421
H -2.61091 0.56407 -1.15088
C -0.51394 -0.90164 -0.70882
C 1.89238 -0.41896 0.00582
C 3.06761 0.43313 0.04917
H -0.75963 -0.91628 -1.76479
H 2.69353 1.45443 0.18230
C -1.76468 0.53750 0.87430
*
```


It is found that the electronic energy values, taken in the order of the records, are -482.04176; -5378.60852; -480.43031; -1068.66207; -247.16888; -285.30063; -522.83035; -288.46998 a.u..